No. 1
The following is a DFT calculation (the ωB97M-V functional and the def2-TZVPD basis) of a molecular structure, C42H43BrF5FeN3OP at a distorted geometry.

```
97
Properties=species:S:1:pos:R:3
Fe -0.0922 0.0316 -0.3719
C 0.6495 -1.9192 2.0378
C -0.5298 -2.8925 2.0865
C -1.7338 -2.2537 2.7871
C -0.8770 -3.4691 0.7216
C -0.7244 -4.8438 0.5725
C -1.0515 -5.4925 -0.6033
C -1.5151 -4.7524 -1.6743
C -1.6904 -3.3778 -1.5794
C -2.1632 -2.6392 -2.8223
C -1.1774 -2.8300 -3.9816
C -3.5627 -3.0983 -3.2500
C -1.3983 -2.7213 -0.3548
N -1.6493 -1.3296 -0.2309
C -2.9566 -0.9071 -0.2659
C -4.0561 -1.6830 0.1469
C -5.3388 -1.1647 0.1443
C -5.5906 0.1317 -0.2865
C -4.5306 0.9280 -0.6995
C -3.2675 0.3959 -0.6630
F -2.1847 1.1734 -1.0327
H 1.0669 -1.7696 3.0354
H 0.3165 -0.9392 1.6769
H 1.4407 -2.2796 1.3813
H -0.2133 -3.7415 2.6968
H -2.0821 -1.3822 2.2357
H -1.4621 -1.9363 3.7970
H -2.5569 -2.9647 2.8640
H -0.3617 -5.4254 1.4119
H -0.9495 -6.5667 -0.6842
H -1.7458 -5.2545 -2.6061
H -2.2013 -1.5712 -2.6110
H -1.1744 -3.8597 -4.3403
H -0.1629 -2.5741 -3.6730
H -1.4582 -2.1832 -4.8152
H -3.5567 -4.1565 -3.5156
H -3.8984 -2.5311 -4.1201
H -4.2821 -2.9534 -2.4476
H -3.8657 -2.6933 0.4849
H -6.1604 -1.7854 0.4782
H -6.5970 0.5254 -0.3012
H -4.6811 1.9429 -1.0438
F 0.1235 6.9767 -1.8358
C 0.1835 5.8498 -1.1583
C 0.2587 5.8601 0.2234
F 0.2939 7.0056 0.8783
C 0.3136 4.6623 0.9181
F 0.4334 4.7434 2.2381
C 0.2792 3.4231 0.2891
P 0.2763 1.8191 1.2340
C 1.8349 1.9645 2.1677
C 2.9143 2.7229 1.7267
C 4.0848 2.7609 2.4694
C 4.1967 2.0238 3.6382
C 3.1332 1.2417 4.0677
C 1.9607 1.2045 3.3318
C -1.0075 2.0319 2.5180
C -2.2207 1.3935 2.2638
C -3.2708 1.4734 3.1625
C -3.1111 2.1895 4.3379
C -1.8895 2.7867 4.6229
C -0.8363 2.7049 3.7276
C 0.2456 3.4472 -1.1069
Br 0.3513 1.8801 -2.1730
C 0.1995 4.6336 -1.8186
F 0.1878 4.6176 -3.1482
H 2.8453 3.2964 0.8092
H 4.9123 3.3747 2.1370
H 5.1111 2.0577 4.2155
H 3.2144 0.6717 4.9837
H 1.1323 0.5927 3.6683
H -2.3400 0.8151 1.3601
H -4.2034 0.9701 2.9421
H -3.9301 2.2730 5.0398
H -1.7520 3.3227 5.5528
H 0.1067 3.1655 3.9799
C 1.4278 -1.0690 -3.4568
N 2.6514 -0.4885 -2.9277
C 3.6390 -0.1012 -3.9279
C 4.6495 0.8613 -3.3368
C 5.1733 0.2723 -2.0411
N 4.0645 -0.0017 -1.1407
C 4.3872 -0.1028 0.2733
C 2.8487 -0.3791 -1.5927
O 1.9226 -0.6316 -0.7780
H 0.8938 -0.3436 -4.0775
H 1.6701 -1.9363 -4.0732
H 0.7881 -1.3890 -2.6403
H 3.1032 0.3685 -4.7550
H 4.1423 -0.9929 -4.3154
H 4.1760 1.8255 -3.1395
H 5.4670 1.0175 -4.0385
H 5.8397 0.9752 -1.5409
H 5.7408 -0.6432 -2.2434
H 4.8348 0.8268 0.6200
H 5.0934 -0.9191 0.4449
H 3.4812 -0.2927 0.8396
```

For the LUMO energy (spin up / spin down), the calculation gives -0.092 / -0.107 Ha. Its multiplicity is 5. The calculation puts the HOMO-LUMO gap (spin up / spin down) at 7.1 / 6.8 eV. For the relative energy (zero: lowest compared OMol25 entry of this formula, charge and spin), the calculation gives 5.7 kcal per mole. The total charge is +1. The highest occupied orbital energy (spin up / spin down) comes out at -9.650 / -9.696 eV. Its total energy is -178071.7901 eV.

Atom charges from the Mulliken analysis, given in e for atoms 1 to 4: atom 1 (Fe): 1.407, atom 2 (C): -1.367, atom 3 (C): 0.133, atom 4 (C): -1.226


No. 2
The following is a DFT calculation (the ωB97M-V functional and the def2-TZVPD basis) of 2 unconnected molecules or ions with the total composition C6H10NO2 at a distorted geometry.

```
19
Properties=species:S:1:pos:R:3
C 2.5891 0.4143 -0.7977
C 1.4592 -0.3555 -1.0866
C 2.4679 0.6585 0.5415
C 0.7298 -0.5329 0.0479
C -1.6478 1.2916 -0.0644
C -0.3943 -1.3467 0.2521
N -1.7516 0.1874 0.8711
O 1.4015 0.0693 1.0979
O -0.9930 -2.0047 -0.6393
H 3.3375 0.7889 -1.5206
H 1.0397 -0.5337 -2.0591
H 3.0431 1.1930 1.1622
H -2.2149 0.9729 -0.9104
H -2.0596 2.1690 0.3418
H -0.6375 1.3147 -0.5252
H -0.4559 -1.7192 1.1891
H -1.6728 0.4290 1.8697
H -2.6119 -0.2250 0.6059
H -1.6282 -2.7709 -0.3759
```

For the LUMO energy, the calculation gives -0.154 Ha. The calculation puts the HOMO-LUMO gap at 9.0 eV. For the relative energy (zero: lowest compared OMol25 entry of this formula, charge and spin), the calculation gives 22.3 kcal per mole. The total charge is +1. The highest occupied orbital energy comes out at -13.241 eV. Its total energy is -11960.1777 eV.

Atom charges from the natural (NBO) analysis, given in e for atoms 1 to 4: atom 1 (C): -0.316, atom 2 (C): -0.151, atom 3 (C): 0.208, atom 4 (C): 0.081


No. 3
The following is a DFT calculation (the ωB97M-V functional and the def2-TZVPD basis) of BrH2NOS2 in the gas phase at a distorted geometry.

```
7
Properties=species:S:1:pos:R:3
O 0.6904 1.4938 -0.0320
S 0.7274 0.0848 -0.2865
S 1.9056 -1.1495 0.6393
N -0.7335 -0.6355 0.1215
Br -2.3190 1.0916 0.2038
H 0.5799 -0.1739 -1.8483
H -0.8508 -0.7113 1.2022
```

For the LUMO energy (spin up / spin down), the calculation gives -0.098 / -0.098 Ha. Its SMILES is O=[S@@H](=S)NBr. The calculation puts the HOMO-LUMO gap (spin up / spin down) at 7.4 / 7.4 eV. For the relative energy (zero: lowest compared OMol25 entry of this formula, charge and spin), the calculation gives 48.4 kcal per mole. The total charge is 0. The highest occupied orbital energy (spin up / spin down) comes out at -10.015 / -10.015 eV. Its total energy is -95278.8345 eV.

Atom charges from the natural (NBO) analysis, given in e for atoms 1 to 4: atom 1 (O): -0.885, atom 2 (S): 1.492, atom 3 (S): -0.335, atom 4 (N): -0.798